Density functional theory data (the ωB97M-V functional and the def2-TZVPD basis) for C33H39N3NaO3S5Se2 as an isolated structure.

Structure (XYZ):
```
86
C33H39N3NaO3S5Se2 the ωB97M-V functional and the def2-TZVPD basis
Na 0.245 -1.094 -0.580
C 2.256 -4.127 2.708
C 2.832 -4.630 1.383
S 2.049 -3.919 -0.091
C 3.470 -3.367 -1.063
C 4.432 -2.390 -0.389
S 3.605 -0.881 0.179
C 4.206 -0.738 1.879
C 3.909 -1.890 2.834
S 2.153 -2.335 2.925
H 2.830 -4.559 3.533
H 1.226 -4.470 2.828
H 2.708 -5.715 1.349
H 3.904 -4.440 1.338
H 2.991 -2.895 -1.925
H 4.025 -4.233 -1.430
H 5.206 -2.125 -1.112
H 4.938 -2.854 0.458
H 3.726 0.177 2.235
H 5.283 -0.553 1.876
H 4.254 -1.611 3.832
H 4.469 -2.778 2.544
O -1.140 0.900 -6.036
C 0.071 0.741 -5.298
C -0.092 0.013 -3.958
C 1.345 -0.145 -3.408
O 1.453 0.046 -2.004
C -0.735 -1.369 -4.194
Se -0.642 -2.662 -2.690
C -0.991 0.835 -3.020
Se -0.283 2.584 -2.389
H -1.696 1.490 -5.516
H 0.519 1.721 -5.102
H 0.743 0.169 -5.944
H 2.015 0.566 -3.906
H 1.692 -1.158 -3.617
H 1.221 0.998 -1.877
H -0.257 -1.838 -5.058
H -1.787 -1.235 -4.445
H -1.232 0.228 -2.147
H -1.951 1.004 -3.516
N -4.709 -0.734 -0.073
C -4.747 0.599 -0.434
C -5.791 1.504 -0.591
C -5.449 2.776 -1.014
C -4.116 3.124 -1.287
C -3.081 2.222 -1.122
C -3.408 0.947 -0.661
N -2.584 -0.141 -0.412
C -3.388 -1.110 -0.095
C -2.970 -2.495 0.113
C -3.659 -3.583 -0.327
S -2.714 -4.981 -0.102
C -1.483 -4.015 0.591
N -1.741 -2.748 0.660
H -5.483 -1.330 0.154
H -6.822 1.226 -0.411
H -6.229 3.512 -1.161
H -3.896 4.117 -1.658
H -2.057 2.465 -1.393
H -4.581 -3.604 -0.883
H -0.562 -4.460 0.934
O 0.659 0.255 0.931
S -0.261 1.441 0.967
C -0.777 1.576 2.687
C -0.015 0.973 3.675
C -0.427 1.063 4.995
C -1.594 1.748 5.316
C -2.361 2.326 4.315
C -1.960 2.231 2.988
C 0.832 2.870 0.976
C 2.176 2.655 0.736
C 3.035 3.745 0.689
C 2.543 5.029 0.868
C 1.185 5.229 1.088
C 0.321 4.147 1.139
H 0.873 0.422 3.392
H 0.159 0.592 5.774
H -1.914 1.815 6.348
H -3.283 2.837 4.562
H -2.571 2.646 2.194
H 2.528 1.649 0.551
H 4.087 3.588 0.486
H 3.213 5.878 0.817
H 0.795 6.232 1.206
H -0.741 4.302 1.286
```

energy relative to the best compared isomer or geometry (same formula, charge and spin) = 19.1 kcal per mole
E_tot = -234754.5430 eV
Kohn-Sham gap = 4.98 eV
total charge = -1
lowest unoccupied orbital energy = 1.79 eV

---

Density functional theory data (the ωB97M-V functional and the def2-TZVPD basis) for C33H40AsBF4IInN4O2S6Si as an isolated structure.

Structure (XYZ):
```
94
C33H40AsBF4IInN4O2S6Si the ωB97M-V functional and the def2-TZVPD basis
In -0.501 0.613 0.039
S 0.277 4.329 -5.117
As -1.637 4.221 -3.539
S -1.449 5.369 -1.724
S 0.062 2.747 -3.774
S -3.348 3.680 -4.655
C 3.426 -0.571 -0.783
C 3.203 -0.679 0.684
N 2.109 -0.380 1.349
C 2.322 -0.440 2.699
C 3.556 -0.920 3.072
S 4.496 -1.213 1.713
C 1.238 -0.102 3.693
C 1.537 0.385 4.922
S 0.049 0.467 5.823
C -0.834 -0.018 4.389
N -0.089 -0.298 3.366
C -2.322 -0.066 4.334
H 2.530 -0.859 -1.336
H 4.263 -1.152 -1.138
H 3.552 0.488 -0.992
H 3.939 -1.142 4.051
H 2.556 0.643 5.327
H -2.691 -1.021 4.008
H -2.663 0.721 3.662
H -2.758 0.112 5.338
I 1.154 5.097 4.928
C -0.486 4.308 3.792
C -1.515 5.197 3.441
C -2.611 4.720 2.749
C -2.599 3.353 2.435
N -1.619 2.523 2.780
C -0.614 2.957 3.469
H -1.380 6.274 3.662
H -3.461 5.305 2.388
H -3.410 2.933 1.817
H 0.160 2.271 3.683
C 2.732 4.874 -1.743
N 2.813 4.431 -0.387
C 3.722 3.329 -0.087
C 2.088 4.914 0.657
C 1.108 6.091 0.336
O 2.226 4.533 1.822
H 1.793 4.563 -2.251
H 3.476 4.414 -2.388
H 2.857 5.941 -1.861
H 3.395 2.798 0.775
H 4.754 3.725 -0.025
H 3.747 2.707 -1.020
H 0.839 6.215 -0.702
H 1.593 7.000 0.712
H 0.232 5.851 0.986
F -4.861 -0.622 0.422
B -4.215 -0.502 1.627
F -2.805 -0.591 1.497
F -4.597 0.693 2.243
F -4.616 -1.616 2.458
C -1.755 -5.210 -0.944
C -1.676 -3.751 -0.431
C -1.441 -3.703 1.081
C -3.094 -3.121 -0.766
Si -0.467 -2.677 -1.431
O -0.226 -1.226 -0.831
C -1.356 -2.687 -3.122
C -1.257 -3.804 -3.916
C -1.976 -3.959 -5.125
C -2.850 -2.910 -5.497
C -2.844 -1.743 -4.745
C -2.098 -1.613 -3.580
C 1.224 -3.523 -1.659
C 1.939 -3.269 -2.840
C 3.314 -3.466 -2.942
C 4.052 -3.861 -1.828
C 3.368 -4.186 -0.683
C 1.995 -4.046 -0.612
H -2.503 -5.791 -0.368
H -0.786 -5.734 -0.841
H -2.037 -5.273 -2.006
H -2.200 -4.313 1.582
H -1.609 -2.699 1.485
H -0.504 -4.077 1.407
H -3.819 -3.557 0.005
H -3.360 -3.489 -1.768
H -3.047 -2.059 -0.569
H -0.555 -4.546 -3.607
H -1.893 -4.878 -5.740
H -3.473 -2.937 -6.403
H -3.434 -0.882 -5.004
H -2.064 -0.700 -3.013
H 1.429 -2.856 -3.674
H 3.794 -3.194 -3.822
H 5.117 -3.937 -1.863
H 3.889 -4.646 0.134
H 1.481 -4.278 0.310
```

energy relative to the best compared isomer or geometry (same formula, charge and spin) = 87.2 kcal per mole
E_tot = -203486.4408 eV
Kohn-Sham gap = 6.29 eV
total charge = -2
lowest unoccupied orbital energy = 3.24 eV